Entry from the OMol25 dataset: an isolated molecule of C4H8O (the ωB97M-V functional and the def2-TZVPD basis).

total energy	-232.40848	Ha
SMILES	CC1(O)CC1
HOMO level	-10.0	eV
multiplicity	1
maximum force	0.56	eV/Å
frontier orbital gap	11.01	eV

XYZ file:
```
13
Properties=species:S:1:pos:R:3:nbo_charge:R:1
C 1.032 0.112 -1.034 -0.62
C -0.271 -0.005 -0.263 0.23
O -1.404 -0.268 -1.044 -0.70
C -0.475 0.872 0.932 -0.43
C -0.149 -0.595 1.106 -0.45
H 1.896 0.212 -0.363 0.21
H 1.012 0.991 -1.683 0.22
H 1.205 -0.778 -1.651 0.21
H -1.505 -1.227 -1.088 0.47
H 0.262 1.628 1.191 0.21
H -1.505 1.160 1.128 0.23
H 0.882 -0.864 1.292 0.21
H -0.901 -1.250 1.542 0.22
```



Entry from the OMol25 dataset: an isolated molecule of C6H10N2 in a non-equilibrium geometry (the ωB97M-V functional and the def2-TZVPD basis).

total energy	-343.79109	Ha
SMILES	C1N[C@@H]2[C@@H]3NC[C@@H]1[C@H]23
HOMO level	-7.1	eV
multiplicity	1
maximum force	7.98	eV/Å
frontier orbital gap	7.91	eV

XYZ file:
```
18
Properties=species:S:1:pos:R:3:nbo_charge:R:1
C -1.371 -1.221 0.019 -0.24
N -1.909 0.375 -0.363 -0.58
C -0.932 1.246 0.114 -0.12
C 0.785 1.271 0.062 -0.12
N 1.774 0.545 -0.417 -0.59
C 1.754 -0.909 0.135 -0.19
C 0.134 -1.000 0.082 -0.34
C -0.052 0.318 0.882 -0.25
H -1.763 -1.898 -0.858 0.20
H -2.243 -1.420 0.876 0.23
H -1.898 0.364 -1.303 0.33
H -1.215 2.302 0.191 0.22
H 0.857 2.312 0.115 0.21
H 1.838 0.486 -1.537 0.35
H 2.496 -1.545 -0.419 0.23
H 1.892 -1.044 1.384 0.22
H 0.218 -0.746 -1.047 0.20
H -0.365 0.564 2.081 0.24
```



Entry from the OMol25 dataset: a cluster of 2 separate species, C4H12N2O in total in a non-equilibrium geometry (the ωB97M-V functional and the def2-TZVPD basis).

total energy	-344.29856	Ha
SMILES	C=NCCCN.O
HOMO level	-9.2	eV
multiplicity	1
maximum force	4.10	eV/Å
frontier orbital gap	10.11	eV

XYZ file:
```
19
Properties=species:S:1:pos:R:3:nbo_charge:R:1
C -1.248 1.357 1.690 -0.06
N -0.072 0.976 1.269 -0.41
C 0.127 1.611 -0.116 -0.26
C 1.363 0.932 -0.784 -0.43
C 1.067 -0.555 -1.180 -0.23
N 0.898 -1.430 0.065 -0.88
H -1.711 0.765 2.504 0.18
H -2.009 1.903 1.085 0.15
H -0.841 1.547 -0.598 0.19
H 0.299 2.694 0.031 0.20
H 2.095 0.861 0.057 0.21
H 1.788 1.586 -1.523 0.21
H 1.837 -0.894 -1.886 0.19
H 0.115 -0.618 -1.713 0.20
H 0.443 -0.835 0.790 0.39
H 1.820 -1.627 0.448 0.35
O -1.777 -2.113 -0.620 -0.97
H -0.929 -2.493 -0.340 0.50
H -2.325 -2.877 -0.892 0.46
```



Entry from the OMol25 dataset: a structure of composition C36H33FN5O3RbSi (the ωB97M-V functional and the def2-TZVPD basis).

total energy	-2304.70131	Ha
HOMO level	-1.4	eV
total charge	-2
multiplicity	1
maximum force	0.47	eV/Å
frontier orbital gap	5.06	eV

XYZ file:
```
80
Properties=species:S:1:pos:R:3:nbo_charge:R:1
Rb 0.413 -0.989 -0.526 0.93
C -3.045 -3.584 0.913 -0.25
O -3.239 -4.515 -0.134 -0.56
C -2.750 -4.108 -1.370 0.23
C -3.592 -4.228 -2.452 -0.28
C -3.178 -3.857 -3.735 -0.32
C -1.904 -3.340 -3.897 -0.17
C -1.032 -3.224 -2.819 -0.24
C 0.363 -2.784 -3.012 0.04
N 0.862 -1.907 -3.791 -0.27
N 0.059 -1.108 -4.587 -0.48
C -0.506 -0.103 -3.969 0.51
O -0.530 0.161 -2.730 -0.84
C -1.141 0.895 -4.906 0.03
C -1.345 2.198 -4.465 -0.24
C -1.915 3.151 -5.297 -0.22
C -2.312 2.807 -6.582 -0.26
C -2.128 1.502 -7.025 -0.24
C -1.545 0.557 -6.196 -0.22
C -1.405 -3.632 -1.497 0.33
O -0.611 -3.557 -0.497 -0.83
H -3.744 -3.862 1.706 0.15
H -2.017 -3.596 1.276 0.21
H -3.276 -2.565 0.576 0.16
H -4.593 -4.608 -2.274 0.19
H -3.854 -3.950 -4.577 0.18
H -1.561 -3.011 -4.870 0.21
H 1.104 -3.311 -2.409 0.18
H -1.046 2.435 -3.452 0.23
H -2.053 4.165 -4.941 0.19
H -2.765 3.547 -7.232 0.19
H -2.441 1.222 -8.025 0.19
H -1.378 -0.457 -6.532 0.23
C -3.778 1.560 0.963 -0.26
C -2.655 0.957 0.369 0.07
N -1.714 0.365 1.067 -0.40
C -1.815 0.332 2.405 0.16
C -2.900 0.895 3.095 -0.11
C -3.899 1.521 2.327 -0.15
C -2.951 0.823 4.527 -0.20
C -1.956 0.236 5.228 -0.18
C -0.817 -0.327 4.561 -0.13
C 0.258 -0.912 5.255 -0.15
C 1.327 -1.400 4.551 -0.26
C 1.310 -1.304 3.149 0.08
N 0.313 -0.776 2.479 -0.40
C -0.736 -0.288 3.160 0.24
H -4.525 2.036 0.343 0.21
H -2.522 0.952 -0.709 0.23
H -4.752 1.970 2.826 0.20
H -3.804 1.256 5.037 0.20
H -1.997 0.189 6.310 0.20
H 0.232 -0.959 6.339 0.20
H 2.178 -1.842 5.051 0.21
H 2.152 -1.650 2.560 0.22
C 0.482 2.634 1.481 -1.11
Si 2.340 2.503 1.771 1.81
C 3.121 4.026 0.940 -1.12
C 2.578 2.807 3.638 -1.13
N 2.885 1.024 1.209 -1.14
C 4.116 0.528 1.130 0.14
C 5.329 1.121 1.591 -0.31
C 6.567 0.514 1.463 -0.22
C 6.702 -0.740 0.877 -0.33
C 5.543 -1.374 0.422 -0.30
C 4.331 -0.751 0.551 0.38
F 3.212 -1.406 0.127 -0.36
H 0.131 3.666 1.553 0.21
H -0.066 2.039 2.215 0.21
H 0.226 2.254 0.490 0.24
H 2.711 4.953 1.352 0.21
H 2.925 4.015 -0.133 0.23
H 4.204 4.044 1.075 0.22
H 2.150 3.771 3.929 0.21
H 3.633 2.808 3.918 0.22
H 2.082 2.027 4.219 0.22
H 5.258 2.096 2.061 0.19
H 7.449 1.031 1.831 0.18
H 7.669 -1.214 0.772 0.19
H 5.574 -2.352 -0.044 0.21
```



Entry from the OMol25 dataset: a cluster of 2 separate species, C4H5N3O6S2 in total in a non-equilibrium geometry (the ωB97M-V functional and the def2-TZVPD basis).

total energy	-1567.41334	Ha
HOMO level (alpha / beta)	-1.6 / -1.2	eV
total charge	-2
multiplicity	1
maximum force	3.38	eV/Å
frontier orbital gap (alpha / beta)	7.46 / 7.01	eV

XYZ file:
```
20
Properties=species:S:1:pos:R:3:nbo_charge:R:1
C -2.098 0.766 0.340 0.09
C -1.851 -1.374 -0.072 0.10
C -0.019 0.039 -0.695 -0.14
C 2.515 -0.365 0.826 -0.75
N -3.199 0.084 0.780 -0.32
N -3.054 -1.213 0.536 -0.31
N -1.211 -0.166 -0.157 -0.36
O 3.839 -2.471 1.087 -1.03
O 3.687 1.831 0.959 -1.02
O 4.445 -0.771 -0.617 -0.99
O 2.366 -2.027 -0.883 -1.03
O 2.527 1.492 -1.165 -1.02
O 1.300 2.041 0.806 -1.07
S 3.426 -1.546 0.001 2.39
S 2.490 1.363 0.269 2.36
H -1.846 1.829 0.594 0.23
H -1.396 -2.255 -0.368 0.20
H 0.589 0.897 -0.810 0.26
H 0.468 -0.775 -1.202 0.21
H 2.042 -0.489 1.820 0.21
```



Entry from the OMol25 dataset: an isolated molecule of C15H24O5 (the ωB97M-V functional and the def2-TZVPD basis).

total energy	-962.12577	Ha
SMILES	COC(C[C@H](O)C[C@@H](O)COCc1ccccc1)OC
HOMO level	-9.1	eV
multiplicity	1
maximum force	0.96	eV/Å
frontier orbital gap	9.81	eV

XYZ file:
```
44
Properties=species:S:1:pos:R:3:nbo_charge:R:1
C -3.017 3.062 -4.165 -0.27
O -3.411 1.961 -3.367 -0.55
C -2.378 1.352 -2.636 0.38
C -1.700 2.287 -1.627 -0.46
C -0.952 1.479 -0.561 0.09
O -1.838 0.649 0.164 -0.73
C -0.164 2.416 0.366 -0.44
C 0.610 1.679 1.475 0.08
O -0.258 1.094 2.410 -0.72
C 1.595 0.649 0.901 -0.10
O 2.598 0.417 1.865 -0.53
C 3.315 -0.778 1.663 -0.10
C 2.505 -2.027 1.923 0.03
C 2.812 -3.217 1.277 -0.25
C 2.079 -4.362 1.537 -0.21
C 1.027 -4.324 2.436 -0.22
C 0.712 -3.138 3.078 -0.19
C 1.451 -1.996 2.827 -0.25
O -1.371 0.838 -3.463 -0.55
C -1.777 -0.272 -4.236 -0.25
H -2.874 3.962 -3.559 0.17
H -2.095 2.840 -4.709 0.18
H -3.829 3.228 -4.871 0.19
H -2.889 0.535 -2.099 0.17
H -0.995 2.923 -2.158 0.22
H -2.467 2.907 -1.157 0.21
H -0.271 0.787 -1.066 0.19
H -2.511 1.209 0.572 0.47
H -0.861 3.106 0.850 0.21
H 0.536 3.000 -0.231 0.22
H 1.196 2.407 2.047 0.19
H -0.811 0.457 1.931 0.48
H 1.060 -0.282 0.671 0.18
H 2.051 1.032 -0.026 0.17
H 4.147 -0.730 2.374 0.20
H 3.735 -0.808 0.644 0.17
H 3.629 -3.246 0.570 0.21
H 2.328 -5.284 1.032 0.21
H 0.452 -5.218 2.634 0.21
H -0.109 -3.103 3.778 0.21
H 1.211 -1.065 3.322 0.24
H -2.637 -0.023 -4.865 0.18
H -0.926 -0.536 -4.861 0.19
H -2.040 -1.116 -3.589 0.17
```



Which value of maximum force does entry 2 give? 7.98 eV/Å



Which value of maximum force does entry 6 give? 0.96 eV/Å